# 1
Density functional theory data (ωB97M-V with the def2-TZVPD basis set) for a structure of composition C36H42ClGeIN8O4W.

```
94
Properties=species:S:1:pos:R:3:forces:R:3:lowdin_charge:R:1
C 4.989895 2.192055 2.586099 0.105 0.036 -0.001 -0.15
H -1.799465 -0.140617 -5.350754 -0.003 -0.003 0.002 0.10
C -2.566687 2.983294 -6.390201 0.008 0.001 -0.003 -0.10
H -4.411219 -5.201844 -4.208929 -0.002 0.000 -0.001 0.10
C -4.680390 -4.194886 -4.502342 0.012 0.004 0.010 -0.09
Ge -3.845159 -0.261128 -3.156536 -0.049 0.001 -0.004 1.01
C -3.589537 3.269401 -5.499074 -0.017 -0.004 0.013 -0.09
H -1.762843 0.176774 -1.813667 -0.010 -0.001 -0.009 0.06
H -2.272942 3.713792 -7.133387 0.001 0.001 0.001 0.10
H -5.613276 -0.605976 -5.558186 0.002 0.001 -0.001 0.10
N 3.898204 -2.293537 5.428200 0.020 -0.023 0.016 -0.16
H 5.936053 5.313376 3.513231 -0.012 0.001 -0.001 0.09
C -7.573811 0.522633 -1.298479 0.007 -0.012 -0.013 -0.09
H 8.766974 1.480414 2.644456 -0.001 -0.014 -0.003 0.09
C 3.125390 3.504460 2.934186 0.063 -0.024 -0.004 -0.12
O -1.464300 -2.765525 0.822518 0.117 -0.101 0.055 -0.03
H -3.375999 -0.797050 -0.156738 0.008 -0.003 0.001 0.11
N 0.500714 -3.439529 2.593483 0.099 -0.043 -0.033 0.17
C -7.275320 1.539496 -0.404147 0.002 0.001 -0.001 -0.09
C 5.053013 -1.537433 5.881136 -0.005 0.001 0.029 -0.05
H 2.436028 -3.580190 4.034451 0.028 0.022 0.043 0.14
N 2.220229 -2.608433 3.883908 -0.024 -0.215 -0.029 0.16
C 7.704272 1.679786 2.623875 -0.012 -0.031 -0.013 -0.18
I 7.495519 -1.257728 1.854785 0.042 -0.083 -0.012 0.89
H 5.590704 -1.121736 5.029660 -0.007 -0.001 -0.014 0.08
C -3.330590 1.092515 -4.472019 -0.006 -0.007 -0.004 -0.27
C 3.095721 -1.724844 4.469669 -0.037 0.219 -0.096 -0.39
C -4.187892 -3.110702 -3.786652 -0.014 0.005 -0.011 -0.10
H 3.758601 1.286006 -0.574843 0.014 -0.010 0.005 0.11
H -0.258491 -3.276461 1.889365 0.016 0.078 0.061 0.07
N 1.313664 -1.329004 2.129287 0.020 0.013 -0.164 0.00
C 3.011557 0.579679 -0.946335 0.110 -0.075 -0.069 -0.25
C -5.849891 -2.692540 -5.965173 -0.009 0.008 0.001 -0.09
C 6.807577 0.650272 2.288189 -0.041 0.089 0.019 -0.67
H -3.535168 -3.291469 -2.940526 0.005 -0.004 0.006 0.09
H 3.134564 -2.624414 7.363212 -0.010 -0.014 0.007 0.10
C 5.870758 3.235116 2.926555 -0.051 -0.080 -0.027 -0.18
H -1.637465 -1.367394 -2.623223 -0.014 0.004 -0.004 0.08
H 3.901410 -0.967342 0.106586 -0.006 -0.008 -0.030 0.08
W 2.411873 0.473158 2.305727 -0.167 -0.010 -0.102 1.48
H 2.045505 3.554894 2.978519 -0.002 0.001 0.007 0.10
H 5.723937 -2.219466 6.400671 -0.008 -0.010 0.000 0.09
H 4.781927 -0.733409 6.576773 0.008 0.005 -0.005 0.10
H 0.332274 -4.102104 3.329782 -0.027 0.015 0.016 0.10
C 3.335974 -3.179805 6.441553 0.019 0.021 -0.007 -0.04
C -4.986986 1.497275 -1.135477 0.004 -0.004 0.015 -0.12
H -3.206830 -2.374893 -0.889365 0.015 -0.007 -0.006 0.10
Cl 8.404845 4.180177 3.327280 -0.024 -0.006 -0.002 0.67
H -1.126232 1.523234 -7.025755 0.000 0.003 -0.001 0.10
C 3.933090 4.604884 3.260278 0.004 -0.076 -0.023 -0.04
C -2.688213 -1.429377 -0.727973 0.049 -0.054 0.099 -0.18
C -5.271395 0.474699 -2.041891 0.022 -0.022 -0.004 -0.28
O -0.601595 -0.787405 0.225353 0.183 -0.066 0.023 -0.08
O 1.219161 1.330147 3.178614 0.212 0.035 -0.103 -0.49
C -5.354164 -1.613157 -5.247785 0.012 -0.003 -0.001 -0.11
H -3.975774 1.884251 -1.054374 0.001 0.001 -0.007 0.11
C -2.315350 -0.738692 -2.037060 0.048 0.018 0.010 -0.27
H 0.907085 0.474277 -1.293893 -0.013 0.019 -0.010 0.10
C -1.480769 -1.692466 0.180451 -0.255 0.167 -0.224 -0.63
H -8.050388 1.949755 0.230720 0.000 0.000 0.001 0.10
C -5.513592 -3.986511 -5.591256 -0.006 -0.002 -0.002 -0.10
H -4.772323 2.563223 -3.859051 -0.001 0.001 0.005 0.09
C 7.255333 2.934810 2.923330 0.035 0.040 0.016 -0.62
N 2.985118 -0.563774 -0.041286 -0.080 0.136 0.264 -0.05
C 5.441167 0.878905 2.229997 -0.065 0.074 0.027 -0.46
H -5.736910 2.815769 0.380024 -0.004 0.000 0.001 0.10
C -4.519399 -1.805300 -4.146064 0.008 0.010 0.001 -0.27
H 3.811294 0.024208 4.711888 -0.011 0.107 -0.040 0.08
C -6.576786 -0.006239 -2.109609 -0.008 0.006 0.012 -0.10
C 1.629857 1.188958 -0.896726 -0.123 0.017 0.024 -0.22
H -4.097479 4.224779 -5.544629 0.001 0.001 -0.003 0.10
H -6.820079 -0.807846 -2.798174 -0.001 0.000 -0.001 0.09
H 3.276130 0.319212 -1.976739 -0.009 0.015 0.001 0.11
C 5.295192 4.480880 3.257935 0.032 0.090 0.025 -0.03
H 2.400227 -3.617650 6.107607 -0.003 0.007 0.022 0.08
C -1.922644 1.754248 -6.329245 -0.006 0.000 -0.003 -0.09
H 1.571707 2.100300 -1.493266 0.024 -0.010 -0.021 0.12
H 0.318993 1.106350 0.672647 0.003 -0.035 -0.039 0.07
N 3.177424 -0.488599 4.112467 0.064 -0.175 0.001 0.05
H 0.552995 -1.308277 1.415878 0.050 0.068 0.082 0.05
H 2.333994 -1.270950 -0.365774 -0.019 0.004 0.026 0.10
C -3.968199 2.329074 -4.547733 0.018 -0.004 -0.006 -0.10
C 1.319567 -2.397256 2.834632 -0.265 -0.144 0.056 -0.45
N 1.264961 1.447913 0.510052 0.045 0.098 0.136 -0.07
H -8.583070 0.135451 -1.362450 -0.001 0.003 -0.001 0.10
H -5.898032 -4.830326 -6.150186 0.001 0.001 -0.001 0.10
N 3.634252 2.328933 2.598346 -0.157 -0.137 -0.010 -0.03
H 3.457711 5.540263 3.520591 0.016 0.012 0.001 0.11
O 4.538794 0.020050 1.887230 0.053 0.068 0.021 -0.29
C -2.305195 0.819394 -5.378683 0.015 0.002 0.001 -0.11
H 4.038152 -3.982114 6.666296 0.013 -0.001 -0.007 0.09
H 1.265581 2.444616 0.697215 -0.047 -0.018 0.015 0.09
H -6.495618 -2.524101 -6.818017 0.001 -0.003 0.000 0.10
C -5.977500 2.026342 -0.321037 -0.004 0.016 -0.006 -0.09
```
Forces are in eV/Å.

HOMO (spin up / spin down), eV: -6.21 / -6.21
ΔE to the lowest compared entry with this formula, charge and spin, kJ/mol: 0.4

---

# 2
Density functional theory data (ωB97M-V with the def2-TZVPD basis set) for the ion C3H5O2Se with charge -1 in a non-equilibrium geometry.

```
11
Properties=species:S:1:pos:R:3:forces:R:3:nbo_charge:R:1
H 1.298455 -0.274166 0.326420 1.832 -1.196 1.295 0.20
H 1.304079 1.340071 -0.217802 0.396 0.991 0.001 0.18
Se -0.304004 1.037542 1.748426 -0.554 -1.236 -0.252 0.08
H 0.181126 2.357934 1.688290 0.851 1.792 0.031 -0.02
H -0.770010 0.731393 -1.272435 -1.792 0.471 -0.601 0.18
O -0.585279 -2.518460 -0.686474 0.286 0.868 0.625 -0.76
C 0.689809 0.533828 0.106897 0.202 0.689 0.583 -0.52
O -1.304741 -1.236526 1.051523 1.156 -0.190 -1.196 -0.77
C -0.148687 -0.044063 -0.928399 -1.318 -2.520 1.352 -0.56
H 0.374681 -0.477646 -1.759948 0.537 -0.183 -0.277 0.20
C -0.735430 -1.449907 -0.056497 -1.596 0.512 -1.561 0.80
```
Forces are in eV/Å.

HOMO, eV: -4.07
Net charge: -1
Structure (SMILES): O=C([O-])CC[SeH]
ΔE to the lowest compared entry with this formula, charge and spin, kJ/mol: 56.4